# C5H11NO

The molecule C5H11NO in a non-equilibrium geometry (ωB97M-V with the def2-TZVPD basis set, the OMol25 dataset).

```
18
Properties=species:S:1:pos:R:3:forces:R:3:mulliken_charge:R:1
O -1.0305 -2.2961 -0.6600 0.28 3.82 2.01 -0.51
N 0.5753 0.7005 0.1630 1.34 4.23 2.26 -0.33
C -1.3954 2.3466 0.0390 0.46 -0.33 0.29 -1.03
C 0.6943 -0.6771 -0.0743 -1.08 -0.38 -3.80 0.76
C 0.0474 2.0709 -0.4634 0.33 -3.74 -0.59 -0.46
C -0.7495 -1.2457 -0.0153 0.30 -4.86 -0.90 -0.07
C 1.7024 -1.3034 0.8424 0.89 -1.87 0.99 -1.52
H 0.9080 2.7755 -0.3445 -1.24 -0.30 0.30 0.33
H -0.0467 1.8632 -1.5714 0.17 0.43 1.02 0.24
H -1.8533 3.0344 -0.6645 -0.08 1.06 0.66 0.37
H -1.6149 2.4244 1.1465 0.76 0.81 -1.28 0.30
H 1.3910 -1.4315 1.8975 -0.13 0.27 -0.46 0.33
H 2.0369 -2.3495 0.5000 -0.66 1.63 0.31 0.34
H 1.2850 0.9163 0.8682 -0.61 0.50 -0.48 0.16
H -1.4571 -0.8422 0.8058 0.85 -0.16 -1.31 0.29
H -2.0019 1.4934 -0.1933 0.05 -1.07 -0.30 0.29
H 2.5929 -0.6563 0.8492 -0.17 -0.27 -0.08 0.44
H 1.1810 -0.9096 -1.1249 -1.45 0.22 1.36 0.08
```
Forces are in eV/Å.

SMILES string = CCN[C@@H](C)C=O
net charge = 0
orbital gap = 9.4 eV
LUMO energy = 0.9 eV


# C5H11NO

The molecule C5H11NO (ωB97M-V with the def2-TZVPD basis set, the OMol25 dataset).

```
18
Properties=species:S:1:pos:R:3:forces:R:3:mulliken_charge:R:1
O -0.4323 -1.9520 0.1016 0.04 0.49 -0.12 -0.58
N -0.9166 -0.2568 -1.3458 0.11 0.15 0.11 -0.31
C 0.9428 -0.3559 1.9521 0.03 -0.04 0.08 -1.47
C 0.3282 0.2622 0.7046 0.04 0.03 0.04 0.78
C -0.4464 1.5517 1.0083 -0.07 0.07 0.04 -1.24
C -0.4197 -0.7628 -0.1422 0.11 -0.21 0.00 0.29
C -0.3039 -0.8607 -2.5246 0.02 -0.17 -0.24 -0.95
H 1.4161 -1.3095 1.7065 -0.04 0.14 0.08 0.34
H 0.2514 2.3797 1.1706 -0.13 -0.12 0.05 0.31
H -0.7184 -0.3990 -3.4213 -0.03 -0.14 0.04 0.33
H 1.1583 0.5229 0.0264 -0.09 0.04 0.08 0.20
H 0.1890 -0.5445 2.7241 0.07 0.02 -0.15 0.35
H -1.0439 1.4286 1.9166 0.04 0.00 -0.11 0.31
H -0.4939 -1.9333 -2.5348 -0.05 0.13 -0.04 0.32
H 0.7867 -0.7007 -2.5261 -0.17 -0.08 -0.07 0.28
H -1.1345 1.8575 0.2113 0.16 -0.06 0.12 0.37
H 1.6983 0.3199 2.3666 -0.12 -0.09 0.00 0.40
H -0.8613 0.7527 -1.3938 0.08 -0.15 0.07 0.27
```
Forces are in eV/Å.

SMILES string = CNC(=O)C(C)C
net charge = 0
orbital gap = 10.4 eV
LUMO energy = 0.9 eV


# C5H11NO

A cluster of 2 separate species, C5H11NO in total in a non-equilibrium geometry (ωB97M-V with the def2-TZVPD basis set, the OMol25 dataset).

```
18
Properties=species:S:1:pos:R:3:forces:R:3:mulliken_charge:R:1
O -2.7083 0.0532 1.0394 0.10 -0.11 0.98 -0.62
N 0.4219 0.4210 0.4987 1.48 1.69 0.46 -0.01
C -0.0600 1.1842 -0.4720 0.30 -0.09 0.07 0.36
C 1.3323 -1.8448 0.0708 0.31 2.75 0.87 -0.04
C -0.9781 2.1717 -0.1978 -0.61 1.06 0.20 -0.97
C 1.6614 -0.3495 0.3731 0.24 -0.97 -1.70 -0.65
C 0.5729 -2.1021 -0.9732 0.29 -2.00 -0.31 -0.74
H 0.3713 -1.4813 -1.8386 -0.18 0.57 0.48 0.23
H 0.2492 -3.1289 -1.1240 0.06 0.04 -0.06 0.27
H 2.2906 -0.1607 1.2231 -0.17 -0.27 0.75 0.44
H -1.3875 2.8655 -0.9230 0.30 -0.37 -0.41 0.30
H 0.3304 0.8381 1.4280 -0.80 -0.63 0.04 0.32
H -3.1887 0.7629 0.6092 0.11 -0.23 -0.50 0.33
H -1.9870 -0.3077 0.5210 -0.44 0.14 -0.47 0.34
H -1.3140 2.4172 0.8016 0.16 -0.46 0.22 0.38
H 2.2703 0.0311 -0.4521 -0.39 0.21 -0.20 0.33
H 0.3722 1.0587 -1.4536 -0.24 -0.24 -0.21 0.35
H 1.7511 -2.4287 0.8694 -0.54 -1.10 -0.21 0.37
```
Forces are in eV/Å.

multiplicity = 2
net charge = +1
orbital gap (alpha / beta) = 10.4 / 6.9 eV
LUMO energy (alpha / beta) = -4.0 / -7.5 eV


# C5H11NO

The ion C5H11NO with charge +1 in a non-equilibrium geometry (ωB97M-V with the def2-TZVPD basis set, the OMol25 dataset).

```
18
Properties=species:S:1:pos:R:3:forces:R:3:mulliken_charge:R:1
O 1.3057 -2.4648 0.4397 -0.47 4.40 -0.41 -0.39
N -0.4559 0.4809 0.3811 0.81 0.68 -1.16 0.29
C -0.5275 1.8620 0.7561 4.99 3.22 -0.28 -0.80
C 1.2597 -1.2417 0.6389 0.39 -3.34 1.53 -0.01
C 0.7279 -0.0727 -0.2902 0.56 -0.79 -0.65 -0.01
C 0.6580 -0.7198 -1.7605 -1.28 3.51 -1.13 -1.15
C -1.5194 -0.3810 0.6207 -1.95 -2.52 0.12 -0.83
H 0.8099 0.1533 -2.5216 -0.48 -1.40 1.39 0.35
H -0.3001 2.0846 1.8370 -0.98 -0.79 -0.61 0.36
H -1.2785 -1.3447 0.1024 0.05 0.29 1.35 0.31
H -2.4155 -0.1756 0.0030 0.07 0.92 0.49 0.38
H 1.5240 -1.3044 -1.8794 0.93 -1.02 0.16 0.39
H -1.8548 -0.4557 1.7357 0.75 0.12 -1.93 0.35
H 1.4852 0.7464 -0.3024 -0.48 -0.80 0.04 0.44
H -1.2601 2.5656 0.3427 -0.70 -1.09 0.16 0.37
H 0.5097 2.4215 0.3445 -2.60 -1.67 0.72 0.27
H -0.2460 -1.2581 -2.1053 0.45 0.19 0.81 0.31
H 1.5776 -0.8959 1.6577 -0.05 0.10 -0.60 0.38
```
Forces are in eV/Å.

multiplicity = 2
net charge = +1
orbital gap (alpha / beta) = 10.7 / 6.9 eV
LUMO energy (alpha / beta) = -3.8 / -7.7 eV


# C5H11NO

The ion C5H11NO with charge +1 in a non-equilibrium geometry (ωB97M-V with the def2-TZVPD basis set, the OMol25 dataset).

```
18
Properties=species:S:1:pos:R:3:forces:R:3:mulliken_charge:R:1
O -2.4056 1.2729 1.2104 2.55 -1.11 1.28 -0.12
N 1.1285 0.9151 0.9054 -2.96 -1.95 2.76 -0.65
C 0.5893 -0.2008 -1.7455 1.38 0.39 0.05 -1.32
C -0.2354 -1.7720 0.1233 3.51 2.58 2.97 -0.96
C -0.4300 -0.3391 -0.5886 1.92 -2.68 1.22 0.13
C -0.2229 0.7986 0.3550 1.98 2.37 -1.19 0.20
C -1.2746 0.9234 1.4741 -2.19 0.74 0.03 -0.09
H 1.6620 1.1286 0.1571 2.70 0.68 -2.71 0.23
H 0.2977 -1.0018 -2.4862 0.42 1.37 0.34 0.38
H 0.5753 0.8938 -2.0704 -0.17 -1.67 -0.47 0.37
H -0.4646 -2.6186 -0.5668 -0.25 0.55 1.35 0.36
H 1.7000 -0.3981 -1.4509 -2.09 0.10 -0.22 0.35
H 1.2318 1.6173 1.6153 0.00 0.45 0.09 0.26
H -0.3415 1.7355 -0.2770 -0.96 -0.59 0.87 0.45
H -0.8334 0.7287 2.5362 -0.92 0.20 -1.12 0.43
H 0.9494 -1.7890 0.4878 -2.70 -0.29 -1.74 0.30
H -1.4023 -0.2934 -0.9746 -1.52 0.23 -0.63 0.44
H -0.5241 -1.6010 1.2953 -0.70 -1.38 -2.87 0.25
```
Forces are in eV/Å.

multiplicity = 2
net charge = +1
orbital gap (alpha / beta) = 8.7 / 4.7 eV
LUMO energy (alpha / beta) = -6.0 / -9.8 eV


# C5H11NO2

A cluster of 2 separate species, C5H11NO2 in total in a non-equilibrium geometry (ωB97M-V with the def2-TZVPD basis set, the OMol25 dataset).

```
19
Properties=species:S:1:pos:R:3:forces:R:3:mulliken_charge:R:1
O 3.0275 -0.5682 0.3559 -0.42 1.00 -0.77 -0.62
O -2.4884 0.9474 0.3400 -2.24 1.64 1.42 -1.02
N -0.8833 -0.9174 0.5833 1.03 -0.96 -1.50 -0.49
C 0.2012 -0.6851 1.5179 -0.69 1.12 0.08 -1.13
C -0.6942 -0.6198 -0.9055 -0.82 -0.14 1.47 -0.92
C -0.0795 0.8016 -1.1099 -0.58 -2.20 -0.84 -0.28
C 1.2526 0.8437 -0.5273 1.14 2.98 0.52 -0.53
C 2.0909 -0.2679 -0.4013 1.29 -0.87 0.20 0.19
H -0.1368 -0.9970 2.4787 -0.56 -0.39 0.95 0.44
H 1.8002 -0.9320 -1.1907 0.05 -1.45 -0.59 0.30
H -3.1848 1.3285 0.9600 1.33 -0.67 -1.29 0.08
H -0.8490 1.4385 -0.6746 0.15 0.62 0.12 0.40
H 1.1161 -1.1934 1.3739 0.62 -0.87 -0.43 0.40
H -1.6425 -0.2689 0.8311 -0.55 0.33 -0.14 0.49
H 1.7353 1.8402 -0.4270 -0.40 -0.58 0.54 0.37
H -0.0896 -1.4170 -1.3516 -0.04 0.10 -0.02 0.37
H 0.5109 0.3787 1.7070 -0.26 -0.18 -0.44 0.30
H 0.0436 0.9587 -2.1977 -0.31 0.33 0.05 0.28
H -1.7301 -0.6707 -1.3620 1.26 0.19 0.64 0.36
```
Forces are in eV/Å.

multiplicity = 2
net charge = -1
orbital gap (alpha / beta) = 7.2 / 6.1 eV
LUMO energy (alpha / beta) = 3.8 / 2.7 eV


# C5H11NO2

The molecule C5H11NO2 in a non-equilibrium geometry (ωB97M-V with the def2-TZVPD basis set, the OMol25 dataset).

```
19
Properties=species:S:1:pos:R:3:forces:R:3:mulliken_charge:R:1
O 0.3584 -2.6590 0.6694 0.96 -0.29 -0.14 -0.52
O -1.3446 -2.0603 2.0669 1.26 -1.44 1.30 -0.47
N -0.0268 -0.4759 -0.7956 -1.18 1.64 1.22 -0.39
C 1.2184 1.2136 -2.0969 1.96 -3.56 0.83 -1.11
C -0.3962 -1.8366 1.0550 -2.92 -0.58 2.33 0.32
C -0.6694 -0.4639 0.5821 0.49 1.12 -3.82 0.32
C -0.1026 0.8989 -1.4174 1.48 -0.80 1.41 -0.31
C -0.2336 0.6407 1.5522 -1.39 0.94 0.53 -1.17
H -1.7504 -0.2858 0.3327 0.78 -0.69 0.67 0.27
H -1.1084 -2.8203 2.7109 -0.29 1.51 -1.95 0.35
H -1.1970 1.0088 2.0451 1.55 -0.46 -0.19 0.24
H 0.4581 0.2525 2.2719 0.24 -0.15 0.69 0.36
H 0.2501 1.5472 1.1269 -0.38 -0.87 -0.11 0.34
H -0.2589 1.6631 -0.6444 -0.19 -0.25 -0.20 0.25
H 1.5002 2.1287 -2.5299 -0.63 1.41 -0.71 0.40
H 1.3878 0.3700 -2.8450 0.03 1.20 0.64 0.26
H -0.9794 0.8434 -2.0100 -0.61 0.43 -1.10 0.31
H 2.0695 1.0572 -1.3086 -1.53 0.13 -1.16 0.24
H 0.8246 -1.0220 -0.7654 0.37 0.71 -0.26 0.29
```
Forces are in eV/Å.

SMILES string = CCN[C@H](C)C(=O)O
net charge = 0
orbital gap = 9.5 eV
LUMO energy = 0.8 eV


# C5H11NO2

A cluster of 3 separate species, C5H11NO2 in total in a non-equilibrium geometry (ωB97M-V with the def2-TZVPD basis set, the OMol25 dataset).

```
19
Properties=species:S:1:pos:R:3:forces:R:3:mulliken_charge:R:1
O 1.4072 -0.9131 2.9665 0.11 0.19 0.17 -0.65
O -0.4228 2.8858 -2.2159 -0.04 -0.12 0.05 -0.66
N -1.8717 -0.9089 0.4050 -0.52 -0.28 -0.48 -0.05
C -0.3720 0.7097 0.3670 -0.37 0.46 -0.67 -0.96
C 0.2044 -0.4445 -0.2251 0.24 -0.08 -0.05 0.79
C -1.6783 0.4103 0.6778 0.66 0.23 0.74 -0.54
C 1.5913 -0.5414 -0.7748 0.34 0.13 -0.25 -1.07
C -0.7503 -1.4253 -0.1956 0.22 0.08 0.07 -0.72
H 1.9593 0.4538 -1.0552 -0.05 -0.17 0.12 0.29
H -2.3655 1.0128 1.2498 -0.30 -0.13 -0.30 0.43
H 0.1659 2.3312 -2.7361 0.03 0.03 -0.06 0.32
H 1.2998 -1.5746 2.2790 -0.12 0.05 -0.14 0.32
H 1.6360 -1.1523 -1.6791 -0.08 -0.05 0.07 0.36
H -2.7815 -1.3373 0.3275 0.17 0.00 0.29 0.23
H 1.1907 -0.0689 2.5495 -0.07 -0.25 -0.04 0.32
H 2.3131 -0.9643 -0.0680 -0.12 0.08 0.00 0.21
H 0.0509 1.7081 0.3426 0.10 -0.20 0.43 0.61
H -0.8879 2.2555 -1.6517 0.00 0.03 0.00 0.35
H -0.6885 -2.4365 -0.5633 -0.20 -0.01 0.05 0.43
```
Forces are in eV/Å.

SMILES string = Cc1cc[nH]c1.O.O
net charge = 0
orbital gap = 9.4 eV
LUMO energy = 0.7 eV


# C5H11NO2

A structure of composition C5H11NO2 in a non-equilibrium geometry (ωB97M-V with the def2-TZVPD basis set, the OMol25 dataset).

```
19
Properties=species:S:1:pos:R:3:forces:R:3:mulliken_charge:R:1
O 1.2405 -0.9784 1.7558 0.79 0.05 0.60 -0.49
O -0.6594 -1.0361 -1.9474 0.16 -0.14 2.25 -0.61
N 1.3285 0.7435 -1.4412 0.03 -0.25 0.00 -0.65
C -1.6805 1.1299 0.1553 0.02 0.02 -0.20 -1.05
C -1.1259 -0.1435 0.7647 1.21 1.44 1.96 -0.58
C 0.8673 -0.0492 0.8345 -3.43 -0.16 0.29 -0.48
C -0.0929 -1.2137 -0.8599 2.59 -0.25 -3.38 -0.29
C 1.2461 -0.3984 -0.5462 -1.36 -0.68 -1.15 0.27
H -2.6710 1.3601 0.5603 0.04 -0.05 -0.05 0.39
H 0.7357 0.5380 -2.2498 0.08 0.09 0.20 0.25
H -1.0399 1.9977 0.3400 -0.02 -0.11 0.02 0.26
H -1.8236 -0.9730 0.6320 0.60 -0.37 -0.61 0.38
H 2.2758 0.8755 -1.7762 -0.12 0.00 0.06 0.25
H -0.1096 -2.1574 -0.2957 -0.62 0.29 0.20 0.46
H 1.4440 -0.5549 2.6045 -0.30 -0.22 -0.31 0.39
H 2.0949 -1.0856 -0.5967 0.07 0.04 0.12 0.41
H 0.8895 0.9955 1.1330 0.26 -0.01 -0.04 0.45
H -1.1434 -0.0733 1.8602 0.00 0.24 0.02 0.39
H -1.7762 1.0233 -0.9273 -0.02 0.05 0.03 0.27
```
Forces are in eV/Å.

net charge = 0
orbital gap = 9.3 eV
LUMO energy = 0.5 eV


# C5H11NO2

A structure of composition C5H11NO2 in a non-equilibrium geometry (ωB97M-V with the def2-TZVPD basis set, the OMol25 dataset).

```
19
Properties=species:S:1:pos:R:3:forces:R:3:mulliken_charge:R:1
O -1.2638 0.1861 -1.9543 0.39 0.24 1.02 -0.73
O -0.0360 -1.2993 -0.6503 0.06 0.81 -0.54 -0.28
N -0.3217 0.7864 0.4211 -0.33 -1.50 0.76 -0.02
C -1.1317 1.9138 0.8508 -0.24 -0.42 0.30 -0.93
C -0.2334 -0.8484 1.4847 0.04 2.35 0.98 -0.52
C 1.1250 -1.9472 -1.1499 -0.48 0.28 -0.49 -0.67
C -0.3833 0.0750 -1.0968 0.61 -0.77 -1.75 0.63
C 0.6416 1.0828 -0.6690 -0.02 -1.31 0.00 -0.63
H -1.7981 2.2122 0.0307 0.09 -0.04 0.04 0.34
H 1.3422 -2.7789 -0.4759 -0.03 0.02 -0.07 0.25
H -1.7552 1.6476 1.7084 -0.01 -0.16 -0.11 0.26
H -0.5207 2.7646 1.1638 0.10 -0.06 -0.14 0.32
H 2.0109 -1.3092 -1.2231 -0.11 0.18 0.18 0.30
H 1.6803 0.8414 -0.4566 -0.01 -0.02 -0.04 0.22
H 0.5185 -0.4053 2.1260 -0.34 0.11 0.40 0.31
H 0.5059 2.0493 -1.1527 -0.13 -0.07 0.32 0.33
H -0.0216 -1.9084 1.4026 0.18 0.22 -1.13 0.32
H -1.2655 -0.7381 1.7927 0.09 0.32 0.21 0.24
H 0.9067 -2.3244 -2.1522 0.13 -0.17 0.05 0.25
```
Forces are in eV/Å.

net charge = 0
orbital gap = 8.3 eV
LUMO energy = 0.2 eV


# C5H11NO2

A cluster of 2 separate species, C5H11NO2 in total in a non-equilibrium geometry (ωB97M-V with the def2-TZVPD basis set, the OMol25 dataset).

```
19
Properties=species:S:1:pos:R:3:forces:R:3:mulliken_charge:R:1
O -2.9441 1.2043 -2.2707 -0.37 0.72 -0.14 -0.59
O -0.8087 1.1917 -2.6416 2.42 3.56 -1.55 -0.53
N -1.8456 0.7107 -2.3508 -0.41 -2.29 0.52 0.95
C -0.9812 -0.2174 -0.0423 -0.01 -1.54 -1.88 -1.24
C 0.3412 0.5278 0.2764 -0.37 -0.60 -3.40 0.97
C -1.6262 -0.6431 -1.9680 -0.67 -0.88 4.24 -0.60
C 1.5548 -0.1806 -0.3460 -1.17 -2.91 -1.05 -1.12
C 0.3134 0.8432 1.7366 1.06 1.57 -0.75 -1.44
H -0.9247 -1.1917 -2.5699 0.32 0.27 -0.10 0.32
H 0.5879 0.0024 2.3378 0.22 -0.40 0.49 0.37
H 1.1172 -0.6787 -1.3356 1.03 0.24 2.28 0.17
H 0.3053 1.4117 -0.3998 -0.28 0.10 1.02 0.15
H 2.1984 -0.8776 0.2797 -1.27 0.48 -0.64 0.31
H -1.0551 -1.1492 0.5476 -0.19 0.24 -0.64 0.35
H 0.9775 1.7230 1.8681 -0.13 -0.71 0.47 0.37
H 2.2298 0.4437 -0.8292 1.33 1.80 -0.28 0.34
H -2.6160 -1.0978 -1.8931 0.40 -0.34 0.38 0.31
H -0.6692 1.1860 1.9542 -0.87 0.21 0.67 0.41
H -1.7898 0.4358 0.1492 -1.05 0.47 0.37 0.50
```
Forces are in eV/Å.

net charge = 0
orbital gap = 10.9 eV
LUMO energy = 0.3 eV


# C5H11NO2

The molecule C5H11NO2 in a non-equilibrium geometry (ωB97M-V with the def2-TZVPD basis set, the OMol25 dataset).

```
19
Properties=species:S:1:pos:R:3:forces:R:3:mulliken_charge:R:1
O -0.8345 -0.4889 -1.6226 -0.25 0.09 -0.03 -0.38
O -0.9592 1.2974 -2.9417 0.12 -0.05 0.19 -0.59
N 0.2928 -1.2871 0.9574 -0.31 0.76 0.41 -0.36
C 1.5411 -1.9729 0.7185 0.15 0.06 0.02 -0.93
C -0.8074 1.7010 -0.5842 -0.52 -1.35 0.22 -0.47
C -0.8322 0.9432 0.7600 0.68 0.95 -0.63 -0.76
C -0.8437 0.8489 -1.8287 -0.20 0.29 -0.47 0.41
C 0.4364 0.1622 1.0742 0.57 -0.51 0.37 -0.61
H -1.7172 0.3206 0.8194 -0.13 -0.12 0.21 0.36
H -1.0709 -0.8731 -2.4824 0.22 -0.06 0.03 0.32
H 0.7466 0.3838 2.0958 -0.13 -0.02 0.27 0.35
H 2.3715 -1.4850 1.2342 -0.20 0.26 0.09 0.35
H 0.0374 2.3538 -0.6378 0.61 0.42 -0.12 0.34
H -0.4367 -1.4676 0.2875 0.33 -0.38 -0.24 0.28
H -1.6938 2.3177 -0.6825 -0.16 0.25 0.05 0.33
H 1.8538 -2.0524 -0.3306 -0.18 -0.02 -0.07 0.29
H 1.4880 -2.9431 1.1739 0.04 -0.77 -0.09 0.32
H 1.3138 0.4923 0.5023 -0.24 0.31 -0.52 0.42
H -0.8858 1.7491 1.4874 -0.40 -0.11 0.32 0.32
```
Forces are in eV/Å.

SMILES string = CNCCCC(=O)O
net charge = 0
orbital gap = 9.2 eV
LUMO energy = 0.7 eV


Summary of energy above the lowest of the compared OMol25 structures with the same formula, charge and spin in kcal per mole
73.8, 13.7, 54.1, 66.6, 99.2, 56.3, 40.6, 22.2, 91.3, 144.9, 143.2, 19.8
(order as listed above)
Summary of calculated total energy in Eh
-327.01382, -327.10945, -326.73788, -326.71791, -326.66594, -402.23593, -402.31349, -402.34284, -402.23258, -402.14716, -402.14993, -402.34662
(order as listed above)